The following is a quantum chemistry calculation of a cluster of 14 separate species, C48H123NO14 in total, from the Open Molecules 2025 dataset.

Structure (XYZ):
```
186
Properties=species:S:1:pos:R:3:forces:R:3:mulliken_charge:R:1
C 1.537 0.186 5.800 0.0 -0.4 0.8 -1.35
C 1.503 1.699 5.612 -0.3 -1.9 -0.4 1.23
C 0.140 2.290 5.916 0.0 -0.3 1.4 -1.13
O 2.517 2.193 6.468 0.1 0.5 -0.4 -0.61
H 2.468 -0.263 5.446 0.0 0.3 -0.4 0.48
H 0.697 -0.260 5.270 0.0 -0.2 0.1 -0.09
H 1.533 -0.105 6.857 -0.5 0.2 0.0 0.54
H 1.703 1.699 4.529 0.4 1.3 0.1 -0.26
H 0.025 2.248 7.010 0.2 0.3 0.0 0.50
H -0.709 1.662 5.639 0.2 0.2 -0.8 0.00
H 0.040 3.328 5.604 -0.2 0.0 -0.2 0.41
H 2.410 3.144 6.572 0.1 0.0 -0.1 0.36
C -0.822 3.689 2.402 0.2 0.0 0.6 0.92
C 0.129 4.332 1.402 0.1 0.1 -0.5 0.35
C -0.293 4.146 -0.056 0.0 -0.1 0.3 -0.61
O 0.259 5.726 1.715 0.0 -0.2 0.2 -0.64
H -1.818 3.506 2.002 -0.1 0.2 0.0 -0.66
H -0.869 4.299 3.308 -0.2 0.3 -0.2 0.64
H -0.451 2.740 2.795 0.1 -0.1 -0.4 -0.82
H 1.125 3.875 1.471 -0.1 -0.1 0.3 -0.05
H -0.624 3.116 -0.162 0.1 0.0 -0.4 -0.46
H 0.562 4.317 -0.710 0.0 -0.1 0.0 0.36
H -1.095 4.812 -0.375 -0.1 0.0 0.3 0.38
H 1.005 6.055 1.203 -0.1 0.1 0.0 0.38
C -0.461 -6.038 -5.417 0.2 0.1 -0.3 -1.35
C -0.709 -4.615 -5.896 1.1 0.7 0.0 0.37
C 0.105 -3.627 -5.050 0.2 0.2 0.5 -0.83
O -0.284 -4.419 -7.261 -0.3 -0.5 0.3 -0.57
H 0.585 -6.149 -5.113 0.0 0.1 0.1 0.31
H -0.591 -6.758 -6.227 -0.5 0.0 0.1 0.43
H -1.089 -6.267 -4.558 0.0 -0.2 0.0 0.34
H -1.753 -4.308 -5.875 -0.1 -0.3 0.0 0.14
H -0.261 -2.607 -5.178 0.1 0.0 0.0 0.15
H 1.162 -3.651 -5.330 -0.1 0.0 -0.4 0.55
H 0.154 -3.839 -3.976 -0.6 -0.2 0.0 0.05
H 0.480 -4.995 -7.375 0.0 0.1 -0.2 0.36
C -2.874 1.802 -3.241 1.0 -0.1 0.9 0.26
C -2.260 2.179 -4.584 -1.2 0.1 -0.5 0.91
C -2.817 1.281 -5.705 1.6 0.3 0.1 -1.45
O -2.603 3.534 -4.946 0.4 -0.3 0.3 -0.54
H -2.847 0.717 -3.114 -0.6 0.0 -0.2 -0.43
H -3.849 2.258 -3.075 -0.2 -0.4 -0.4 0.60
H -2.294 2.115 -2.365 0.2 0.5 -0.3 -0.56
H -1.172 2.135 -4.589 0.0 0.0 0.2 -0.26
H -2.232 1.545 -6.590 -0.5 0.1 -0.3 0.44
H -3.876 1.489 -5.852 -0.1 -0.3 0.0 0.45
H -2.574 0.230 -5.538 -0.5 -0.1 0.2 0.17
H -3.488 3.476 -5.319 0.0 0.3 0.0 0.38
C 1.729 3.529 -3.432 0.6 -0.5 -0.2 0.27
C 2.560 4.393 -4.385 -1.9 -0.4 -0.7 0.65
C 1.556 5.379 -4.993 0.9 1.2 0.3 -1.58
O 3.619 5.104 -3.792 0.1 0.0 0.2 -0.62
H 2.321 2.742 -2.954 -0.1 0.1 0.2 -0.04
H 0.968 3.028 -4.035 0.0 -0.1 0.1 -0.15
H 1.206 4.116 -2.681 0.2 0.1 0.0 -0.04
H 2.916 3.771 -5.219 0.2 -0.1 0.2 0.15
H 2.058 5.988 -5.750 -0.1 -0.1 -0.1 0.39
H 1.258 6.075 -4.202 -0.1 0.0 0.0 0.37
H 0.642 4.959 -5.405 0.2 -0.4 0.0 0.36
H 4.255 4.455 -3.471 0.0 0.1 0.1 0.35
C 4.990 1.609 0.930 -0.3 0.3 -0.4 -0.71
C 6.145 2.176 0.129 0.6 0.2 0.1 0.67
C 5.766 3.277 -0.851 0.2 0.2 -0.1 -0.93
O 7.094 2.644 1.088 -0.1 0.2 0.6 -0.59
H 4.367 2.411 1.335 0.1 0.1 -0.1 0.33
H 5.322 1.029 1.787 0.1 -0.3 -0.2 0.41
H 4.380 1.015 0.242 0.0 -0.2 0.2 -0.17
H 6.665 1.406 -0.456 -0.4 -0.2 0.0 0.03
H 5.242 2.885 -1.722 -0.1 -0.1 0.1 -0.14
H 6.705 3.695 -1.224 -0.1 0.1 -0.2 0.42
H 5.186 4.105 -0.436 0.0 -0.2 0.3 0.44
H 7.736 3.239 0.693 -0.1 -0.1 -0.2 0.33
C 6.021 -0.452 -3.383 -1.5 -0.9 -0.4 -1.40
C 6.219 0.882 -4.056 -0.4 0.1 -0.5 0.50
C 4.944 1.592 -4.561 0.3 -0.3 0.7 -0.78
O 7.000 1.748 -3.235 0.2 -0.2 -0.5 -0.46
H 5.411 -0.514 -2.477 0.4 0.7 0.3 0.14
H 6.907 -1.071 -3.265 0.3 0.3 0.1 0.38
H 5.351 -1.012 -4.054 0.3 -0.1 -0.2 0.44
H 6.694 0.674 -5.025 0.7 -0.1 0.4 0.34
H 5.289 2.363 -5.251 -0.3 0.1 -0.1 0.38
H 4.366 2.055 -3.759 0.0 -0.1 0.1 -0.30
H 4.308 0.872 -5.074 0.0 0.1 -0.2 0.42
H 7.471 2.337 -3.835 0.0 0.1 0.2 0.30
C -5.538 1.379 0.194 0.1 0.1 -0.6 -1.33
C -4.962 2.617 0.849 -0.4 -0.5 0.5 1.43
C -3.873 3.297 0.039 -0.1 0.5 0.7 -0.54
O -6.014 3.531 1.150 0.0 -0.1 -0.1 -0.71
H -4.756 0.614 0.156 -0.1 0.0 -0.1 0.07
H -5.848 1.591 -0.835 -0.2 -0.1 0.1 0.35
H -6.378 0.997 0.771 0.0 0.0 0.0 0.40
H -4.586 2.207 1.797 0.4 0.5 0.0 -0.58
H -3.569 4.200 0.577 0.2 -0.1 0.1 0.29
H -4.244 3.687 -0.909 0.0 -0.5 -0.2 0.48
H -3.005 2.646 -0.049 0.0 0.0 -0.4 -0.17
H -5.756 3.985 1.962 0.1 0.1 0.0 0.42
C 1.097 -4.240 4.464 -0.4 0.2 0.4 -0.80
C 0.699 -4.529 5.925 1.1 1.3 -0.5 0.34
C 1.187 -3.380 6.801 0.0 0.3 -0.4 -1.05
O -0.715 -4.521 6.065 0.0 -1.0 0.1 -0.48
H 0.794 -5.041 3.788 0.0 0.0 0.0 0.37
H 2.170 -4.067 4.381 0.0 -0.1 0.0 0.44
H 0.584 -3.321 4.163 0.0 0.0 -0.1 -0.15
H 1.248 -5.435 6.208 -0.8 -0.3 0.3 0.29
H 0.736 -2.454 6.431 -0.1 -0.1 0.1 -0.02
H 2.267 -3.248 6.705 0.0 -0.1 0.2 0.38
H 0.898 -3.483 7.845 0.1 -0.2 0.0 0.41
H -1.046 -5.395 5.828 -0.1 0.1 0.0 0.32
C -4.516 -2.358 -1.497 -0.3 0.0 0.1 -1.06
C -4.532 -2.110 -2.980 -0.2 0.7 -0.2 0.47
C -3.248 -2.374 -3.777 -0.8 -0.3 0.2 -0.39
O -5.627 -2.884 -3.493 0.4 0.3 -0.2 -0.60
H -4.616 -3.424 -1.286 0.5 0.0 0.1 0.46
H -5.411 -1.910 -1.060 0.1 0.1 0.0 0.39
H -3.642 -1.881 -1.052 0.0 -0.3 0.2 -0.16
H -4.744 -1.037 -3.107 -0.2 -0.1 -0.1 0.12
H -2.866 -3.359 -3.505 0.3 0.0 -0.2 0.24
H -2.498 -1.591 -3.672 0.1 -0.1 0.3 -0.27
H -3.565 -2.354 -4.823 0.3 -0.2 -0.1 0.45
H -5.708 -2.624 -4.418 -0.2 -0.2 0.0 0.37
C 2.253 -5.949 -1.811 0.1 -0.5 0.5 -0.67
C 3.528 -6.610 -1.271 -0.5 1.3 -0.2 0.54
C 3.676 -6.379 0.230 0.2 -1.2 0.2 -1.37
O 3.476 -7.993 -1.579 0.2 0.1 0.2 -0.52
H 2.321 -5.780 -2.884 -0.1 0.0 0.0 0.25
H 2.073 -5.012 -1.284 0.1 0.1 -0.2 -0.10
H 1.416 -6.615 -1.588 -0.1 0.1 -0.1 0.40
H 4.342 -6.111 -1.815 0.3 -0.3 0.2 0.14
H 2.795 -6.757 0.757 -0.2 0.3 -0.1 0.35
H 3.902 -5.364 0.547 -0.1 0.1 -0.2 0.34
H 4.473 -7.037 0.600 0.2 0.3 0.0 0.41
H 4.152 -8.407 -1.030 0.0 -0.2 -0.2 0.32
C -3.428 -3.636 3.889 0.2 0.2 -0.4 -1.40
C -2.921 -2.210 4.119 -0.7 -0.5 0.7 1.32
C -3.675 -1.166 3.304 0.3 0.1 0.8 -0.51
O -3.182 -1.887 5.504 0.1 -0.1 -0.2 -0.64
H -2.904 -4.361 4.513 0.1 0.1 0.0 0.28
H -3.311 -3.952 2.849 0.0 0.1 0.0 0.30
H -4.488 -3.668 4.141 0.0 0.0 0.0 0.40
H -1.837 -2.136 3.986 0.0 0.0 -0.3 -0.55
H -3.203 -0.994 2.342 -0.2 0.1 -0.1 -0.06
H -3.636 -0.275 3.933 0.2 0.3 -0.4 0.09
H -4.739 -1.385 3.208 0.1 -0.3 -0.2 0.42
H -2.880 -2.652 6.009 0.1 0.2 0.2 0.38
C -4.872 4.375 5.790 0.5 0.1 -0.5 -1.64
C -3.834 4.023 4.723 -0.5 -0.5 -0.4 0.43
C -3.597 2.533 4.563 0.1 -0.6 0.8 -0.75
O -4.346 4.500 3.449 0.6 0.3 0.3 -0.44
H -5.056 5.441 5.650 -0.1 0.1 0.5 0.40
H -4.487 4.141 6.782 -0.1 0.2 0.1 0.39
H -5.822 3.868 5.625 0.1 -0.2 -0.1 0.34
H -2.897 4.525 4.978 0.0 0.1 -0.2 0.28
H -3.067 2.202 3.670 -0.2 0.5 -0.3 -0.31
H -4.562 2.024 4.630 0.1 -0.1 -0.2 0.50
H -2.975 2.125 5.369 -0.3 0.2 0.2 0.52
H -3.877 5.326 3.289 -0.2 0.0 -0.3 0.26
C 2.351 -0.602 -1.882 -0.2 0.2 0.0 -2.67
C 0.961 -0.729 -1.237 -0.5 0.2 -0.1 2.78
C 0.692 -2.229 -0.997 -1.0 -0.2 0.8 -0.54
C -0.474 -2.512 -0.031 0.2 0.9 0.7 -0.36
C -0.270 -1.753 1.295 -0.2 -0.5 -0.8 -0.58
C 0.004 -0.263 1.107 -0.1 0.1 1.5 3.31
N 0.995 -0.052 0.073 1.3 -1.1 -0.3 0.03
O 1.360 1.305 -0.106 -0.5 0.0 0.0 0.68
C -1.318 0.495 0.896 -0.1 0.2 0.4 1.07
C 0.637 0.208 2.456 0.0 0.8 -1.3 -2.08
C -0.132 -0.141 -2.167 0.0 -1.1 0.3 -0.11
H 2.599 -1.475 -2.488 0.1 -0.3 0.4 0.42
H 3.017 -0.452 -1.033 0.5 -0.3 -0.4 0.42
H 2.460 0.219 -2.595 -0.2 0.3 0.4 0.12
H 0.518 -2.721 -1.955 0.1 0.0 -0.1 -0.08
H 1.512 -2.755 -0.499 0.5 0.4 -0.3 0.40
H -0.474 -3.567 0.245 -0.4 -0.1 -0.4 0.80
H -1.471 -2.169 -0.319 0.1 -0.5 -0.9 -0.85
H 0.497 -2.253 1.889 0.1 0.2 0.0 0.46
H -1.224 -1.833 1.817 0.2 0.0 0.4 -0.60
H -1.788 0.768 1.846 0.1 -0.3 0.1 -0.02
H -1.139 1.464 0.439 0.0 -0.2 -0.4 -1.84
H -2.045 -0.113 0.354 0.0 0.3 -0.3 -0.71
H -0.116 0.358 3.227 0.0 -0.2 0.0 0.03
H 1.442 -0.438 2.800 -0.1 -0.1 -0.1 0.49
H 1.063 1.179 2.189 0.1 0.1 0.6 0.20
H -1.020 0.127 -1.600 0.1 0.2 0.0 -0.27
H -0.444 -0.986 -2.789 0.0 0.4 -0.5 -0.36
H 0.226 0.692 -2.766 -0.1 0.1 0.0 -0.10
H 2.257 1.325 0.244 0.0 0.2 0.0 -0.24
```
Positions in Å, forces in eV/Å.

## Properties
* HOMO energy: -8.61 eV
* total energy: -3010.600951 a.u.
* HOMO-LUMO gap: 0.3265 Eh
* LUMO: 0.00995 hartree